The following is a quantum chemistry calculation of a molecular structure, C44H51Cl2LaN8O7PS, from the OMol25 dataset.

```
! RIJCOSX wB97M-V def2-TZVPD def2/J DEFGRID3
* xyz 1 1
La 7.27041 15.27424 16.50211
N 8.94681 13.02783 16.62078
C 8.21313 11.76557 16.48854
C 8.56117 10.65171 17.47566
C 7.70549 9.34369 17.43911
C 7.17038 8.87558 16.08117
N 8.17068 9.02223 14.98194
C 7.90968 9.54474 13.75628
N 8.80462 9.28540 12.77556
N 6.86260 10.28599 13.56792
C 6.69793 12.19544 16.57105
O 5.87819 11.61179 15.83518
O 6.41561 13.18842 17.29085
H 9.56625 13.07001 15.84479
H 9.39183 13.08919 17.50649
H 8.24005 11.43716 15.47820
H 8.49005 11.10255 18.43854
H 9.65161 10.42825 17.36546
H 6.85321 9.57886 18.03283
H 8.12912 8.51711 17.97907
H 6.38528 9.58992 15.80044
H 6.76997 7.85554 16.11313
H 9.08618 8.66865 15.09588
H 9.61894 8.73921 12.98853
H 8.76060 9.83456 11.95741
H 6.43775 10.81898 14.38705
H 6.59149 10.41664 12.55369
O 6.29460 16.51918 18.20138
C 6.11578 17.56169 18.91657
O 6.71400 17.81658 19.99096
C 5.17513 18.63977 18.36172
C 4.34286 19.28835 19.28770
C 3.48914 20.30439 18.89738
C 3.58099 20.84103 17.61122
C 4.41466 20.26569 16.72579
C 5.22141 19.08148 17.03733
P 6.33703 18.37377 15.68947
C 7.60828 19.65612 15.45073
C 7.43751 21.02591 15.68885
C 8.46743 21.88461 15.49995
C 9.67210 21.46363 14.89516
C 9.81288 20.11571 14.61058
C 8.81597 19.18694 14.92284
C 5.30607 18.35595 14.13270
C 5.95661 18.18042 12.93674
C 5.25130 18.02105 11.74883
C 3.91520 18.11615 11.69045
C 3.29630 18.36414 12.88195
C 3.89242 18.50372 14.07721
H 4.43324 18.97029 20.33094
H 2.77521 20.63807 19.62608
H 3.01320 21.66271 17.22744
H 4.36611 20.76558 15.75028
H 6.49454 21.38834 16.16087
H 8.40871 22.93635 15.70934
H 10.48658 22.12521 14.56424
H 10.67967 19.67747 14.18027
H 8.95930 18.13434 14.60180
H 7.07498 18.13507 12.84754
H 5.83383 17.85169 10.89727
H 3.28012 17.96182 10.84164
H 2.20593 18.55474 12.90551
H 3.27429 18.73246 14.95182
N 8.46110 15.09536 19.15136
N 9.09350 16.37538 19.34647
C 9.84564 16.89482 18.37705
N 10.27372 18.19681 18.54240
S 10.41178 15.95157 17.08326
H 7.63778 15.13570 19.80925
H 9.07336 14.35194 19.48177
H 8.38623 16.90917 19.91786
H 10.04647 18.73444 19.35277
H 11.02123 18.53378 18.02245
Cl 12.70092 14.41856 10.26774
C 13.02679 13.33645 11.54712
C 14.28020 12.78173 11.54715
C 14.60403 11.87298 12.50302
C 13.64933 11.57988 13.49263
C 12.42990 12.18168 13.50401
Cl 11.31470 11.88819 14.79164
C 12.06737 13.07261 12.50164
N 10.75419 13.63770 12.41939
C 9.74779 13.07484 11.55535
C 9.93990 11.95864 10.74659
C 8.95636 11.53965 9.87751
C 7.69641 12.17673 9.83044
C 7.48976 13.22902 10.66734
C 8.54219 13.75796 11.47536
C 8.45774 15.12570 12.12154
C 8.10141 15.19009 13.58860
O 8.44954 16.16896 14.29183
O 7.50978 14.21495 14.15909
H 15.05420 13.09298 10.85330
H 15.60558 11.48450 12.46566
H 13.81849 10.86279 14.31126
H 10.38189 13.86043 13.33798
H 10.91716 11.46155 10.73992
H 9.11699 10.65636 9.25741
H 6.90168 11.90709 9.19518
H 6.50737 13.79924 10.67701
H 7.76420 15.79647 11.59607
H 9.38130 15.64376 11.98279
C 2.65680 15.30295 15.50027
C 3.06745 14.83206 14.09142
C 4.64370 14.91048 14.19780
O 5.00574 15.40289 15.50499
C 3.88917 15.14069 16.42509
H 1.77343 14.70412 15.95319
H 2.31300 16.31584 15.52682
H 2.65303 15.52462 13.35696
H 2.76844 13.80041 13.82971
H 5.09142 15.61358 13.45303
H 5.06470 13.89838 14.09551
H 3.89462 15.84513 17.29589
H 3.93091 14.14724 16.83702
*
```

Calculated values
Molecular weight in g/mol: 1076.8
Energy relative to the best compared isomer or geometry (same formula, charge and spin) in kJ/mol: 0.0
E_HOMO in Eh: -0.3751

Results of the Mulliken charge analysis, in e, for atoms 1 through 5: La 1.17; N 0.63; C 1.93; C -1.52; C -0.90


The following is a quantum chemistry calculation of 2 unconnected molecules or ions with the total composition C2H8NS, from the OMol25 dataset.

```
! RIJCOSX wB97M-V def2-TZVPD def2/J DEFGRID3
* xyz -1 1
S 0.34839 -2.30238 2.05110
H 1.71673 -2.09353 2.59596
C 0.70131 0.19201 -1.25131
N 0.27293 0.63256 0.10558
C -1.17011 0.83066 0.18325
H -0.02550 0.35666 -2.00894
H 1.08886 -0.84429 -1.34194
H 1.47346 0.78822 -1.62594
H 0.36760 -0.26815 0.69123
H -1.76106 -0.10967 0.11526
H -1.39474 1.40609 1.15799
H -1.61788 1.41182 -0.67223
*
```

Calculated values
Molecular weight in g/mol: 78.2
Energy relative to the best compared isomer or geometry (same formula, charge and spin) in kJ/mol: 97.3
E_HOMO in Eh: -0.1029

Results of the natural (NBO) charge analysis, in e, for atoms 1 through 5: S -1.05; H 0.10; C -0.43; N -0.69; C -0.41


The following is a quantum chemistry calculation of 2 unconnected molecules or ions with the total composition C5H8N2O3, from the OMol25 dataset.

```
! RIJCOSX wB97M-V def2-TZVPD def2/J DEFGRID3
* xyz 0 1
N -1.98276 -3.81607 0.17124
C -0.99436 -3.21594 0.16864
C 0.09300 -2.24692 0.12425
N 0.19082 -1.33128 -0.74655
C 1.06415 -0.30062 -0.16347
C 0.35786 1.04252 -0.02365
O -0.15743 1.56609 -1.22466
C 1.51320 -0.90867 1.18420
O 0.86052 -2.19988 1.21739
H 1.91195 -0.16562 -0.85207
H 1.07449 1.77956 0.36404
H -0.43740 0.96447 0.73695
H -0.52780 0.87985 -1.78811
H 2.59363 -1.06260 1.26309
H 1.16156 -0.33347 2.05184
O -2.58339 2.98900 -0.70278
H -2.33099 3.91195 -0.79425
H -1.80704 2.44763 -0.98611
*
```

Calculated values
Molecular weight in g/mol: 144.1
Energy relative to the best compared isomer or geometry (same formula, charge and spin) in kJ/mol: 166.3
E_HOMO in Eh: -0.3889
SMILES string: N#CC1=N[C@@H](CO)CO1.O

Results of the natural (NBO) charge analysis, in e, for atoms 1 through 5: N -0.23; C 0.22; C 0.45; N -0.42; C -0.14


The following is a quantum chemistry calculation of a molecular structure, C19H10N4O2S2Sc, from the OMol25 dataset.

```
! RIJCOSX wB97M-V def2-TZVPD def2/J DEFGRID3
* xyz 1 1
Sc -0.01666 0.12019 -0.14277
O -0.77128 2.43132 -3.32042
C -0.93208 2.18280 -2.16435
O -0.31450 1.10715 -1.59879
C -1.80118 3.00249 -1.25633
C -2.42603 4.07491 -1.90007
C -3.27058 4.93480 -1.22880
C -3.50550 4.73214 0.12222
C -2.89670 3.67799 0.77991
C -2.04243 2.79957 0.11368
S -1.38837 1.52211 1.19055
H -2.22481 4.20688 -2.95367
H -3.74174 5.75468 -1.75407
H -4.16486 5.39437 0.66914
H -3.07984 3.51904 1.83462
S 3.75860 -6.07367 2.15362
N 4.22787 -4.53673 2.11642
C 3.20526 -3.84641 1.64024
C 3.17902 -2.41064 1.43335
C 4.26133 -1.57562 1.72931
C 4.15148 -0.22397 1.50777
C 2.96200 0.26973 0.98989
N 1.92486 -0.51131 0.69981
C 2.01688 -1.84602 0.91926
C 0.84597 -2.67918 0.59737
N -0.25391 -2.06206 0.09998
C -1.33321 -2.78533 -0.18675
C -1.38566 -4.16036 -0.00414
C -0.27501 -4.80061 0.49025
C 0.86724 -4.05485 0.79925
C 2.08010 -4.64653 1.33149
N 2.26433 -5.93266 1.57819
H 5.16614 -2.01524 2.12997
H 4.96411 0.45363 1.72594
H 2.83755 1.32883 0.80413
H -2.18903 -2.24640 -0.57253
H -2.28800 -4.70081 -0.25100
H -0.25916 -5.87142 0.65061
*
```

Calculated values
Molecular weight in g/mol: 435.4
Energy relative to the best compared isomer or geometry (same formula, charge and spin) in kJ/mol: 8.4
E_HOMO in Eh: -0.3992

Results of the natural (NBO) charge analysis, in e, for atoms 1 through 5: Sc 1.77; O -0.53; C 0.78; O -0.85; C -0.17